Record 1
{
  "formula": "C34H29BF2IN7O9V",
  "method": "ωB97M-V with the def2-TZVPD basis set",
  "e_tot_ha": -3840.10164,
  "total_charge": -2,
  "homo_ha": [-0.0533, -0.0525],
  "homo_lumo_gap_ha": [0.1856, 0.1849],
  "relative_energy_kcal_mol": 32.22,
  "molar_mass_g_mol": 906.30,
  "multiplicity": 2,
  "species": ["I", "V", "F", "F", "O", "O", "O", "O", "O", "O", "O", "O", "O", "N", "N", "N", "N", "N", "N", "N", "C", "C", "C", "C", "C", "C", "C", "C", "C", "C", "C", "C", "C", "C", "C", "C", "C", "C", "C", "C", "C", "C", "C", "C", "C", "C", "C", "C", "C", "C", "C", "C", "C", "C", "B", "H", "H", "H", "H", "H", "H", "H", "H", "H", "H", "H", "H", "H", "H", "H", "H", "H", "H", "H", "H", "H", "H", "H", "H", "H", "H", "H", "H", "H"],
  "xyz": [[2.508, 2.512, -1.577], [1.043, 0.683, 0.176], [-0.696, 1.331, -2.384], [-1.436, -0.499, -1.387], [1.209, 2.977, 3.416], [0.902, 2.293, 1.304], [-0.270, -4.191, -2.168], [-2.148, 8.751, -0.937], [0.421, -0.515, 1.339], [-5.280, -4.582, -0.619], [6.324, 2.629, 4.623], [-3.573, -6.753, -1.095], [7.581, 1.349, 3.255], [-2.992, -0.893, 1.361], [-1.387, 8.538, 1.182], [-1.016, 3.856, -0.649], [3.016, 0.834, 1.336], [-0.463, -3.806, 2.383], [-3.068, -4.437, -0.990], [1.719, -0.622, -1.215], [1.579, 2.402, 2.411], [-5.392, -2.131, 0.706], [4.025, 2.085, 3.099], [3.079, 1.195, -4.183], [0.780, -2.522, 0.131], [-1.406, 5.679, 0.842], [-3.008, -2.028, 0.670], [-3.100, -5.634, -1.801], [2.604, 0.922, -2.913], [-1.373, 6.059, -1.514], [-1.501, 6.564, -0.226], [1.440, -1.956, -0.959], [2.120, -0.343, -2.524], [2.941, 1.743, 2.312], [0.430, -3.922, 0.138], [-4.218, -3.968, -0.469], [-1.164, 4.337, 0.582], [3.069, 0.221, -5.167], [-0.169, -4.467, 1.238], [-0.223, -2.507, 2.383], [-4.183, -2.690, 0.310], [-1.127, 4.703, -1.668], [5.323, 0.547, 1.831], [-1.711, 8.038, -0.050], [4.184, 0.240, 1.107], [5.257, 1.489, 2.848], [0.326, -1.825, 1.280], [-5.383, -0.954, 1.424], [2.525, -1.013, -4.850], [-0.566, -1.721, 3.613], [6.526, 1.871, 3.659], [0.560, -4.723, -1.121], [2.057, -1.283, -3.578], [-4.157, -0.372, 1.728], [-0.601, 0.559, -1.276], [-1.452, 6.723, -2.363], [0.333, -1.295, 4.062], [-3.732, -5.449, -2.681], [-0.459, -5.512, 1.214], [1.598, -2.243, -3.421], [-2.081, -5.838, -2.119], [3.445, 0.435, -6.158], [2.445, -1.785, -5.606], [-1.527, 6.001, 1.868], [3.931, 2.812, 3.892], [-6.302, -0.487, 1.749], [-1.376, 9.541, 1.259], [-1.219, -0.889, 3.355], [-4.456, -6.492, -0.793], [-1.053, -2.380, 4.328], [-6.310, -2.639, 0.442], [-0.773, 8.018, 1.786], [3.446, 2.188, -4.401], [0.206, -5.742, -0.956], [-2.181, -3.961, -0.893], [-2.034, -2.419, 0.414], [-1.000, 4.270, -2.654], [4.189, -0.498, 0.309], [6.276, 0.081, 1.618], [-1.043, 3.626, 1.389], [1.836, -2.663, -1.668], [1.600, -4.779, -1.471], [-4.110, 0.556, 2.285], [-0.132, -3.229, -2.153]]
}



Record 2
{
  "formula": "C4H8",
  "method": "ωB97M-V with the def2-TZVPD basis set",
  "e_tot_ha": -156.97893,
  "total_charge": 0,
  "homo_ha": -0.2583,
  "homo_lumo_gap_ha": 0.2969,
  "relative_energy_kcal_mol": 128.66,
  "molar_mass_g_mol": 56.11,
  "species": ["C", "C", "C", "C", "H", "H", "H", "H", "H", "H", "H", "H"],
  "xyz": [[-0.832, 0.626, 0.090], [-0.106, -0.474, 0.845], [1.108, -0.165, 0.136], [0.386, 0.698, -0.876], [-0.240, -0.819, 1.868], [0.787, 1.699, -1.070], [0.206, -1.335, 0.003], [-1.815, 0.383, -0.321], [-0.892, 1.512, 0.729], [0.168, 0.220, -1.847], [-0.876, -1.764, 0.241], [2.105, -0.581, 0.201]]
}



Number 1 is which compound?
C34H29BF2IN7O9V